# 1
Below is C28H36Cl2F4HfN10O2S as an isolated structure at a distorted geometry, with properties calculated with ωB97M-V/def2-TZVPD.

Atoms and positions in Å:
Hf (-0.255, -0.833, -0.128)
C (3.306, -0.560, -1.753)
C (3.079, -1.568, -0.644)
N (2.160, -1.060, 0.419)
C (2.812, 0.111, 1.101)
C (4.223, -0.115, 1.619)
C (1.912, -2.160, 1.400)
C (0.843, -1.743, 2.445)
N (0.031, -0.650, 1.874)
C (-0.144, 0.541, 2.577)
C (0.048, 1.719, 1.877)
F (0.469, 1.587, 0.563)
C (-0.126, 2.966, 2.423)
F (0.044, 4.044, 1.643)
C (-0.474, 3.083, 3.754)
C (-0.633, 1.921, 4.486)
F (-0.969, 1.988, 5.766)
C (-0.478, 0.662, 3.918)
F (-0.683, -0.428, 4.653)
H (3.699, -1.063, -2.635)
H (4.016, 0.219, -1.473)
H (2.373, -0.069, -2.045)
H (4.029, -1.829, -0.176)
H (2.660, -2.489, -1.031)
H (2.181, 0.398, 1.933)
H (2.808, 0.941, 0.397)
H (4.292, -0.939, 2.330)
H (4.522, 0.788, 2.152)
H (4.957, -0.276, 0.832)
H (2.838, -2.456, 1.893)
H (1.575, -3.023, 0.826)
H (1.300, -1.411, 3.376)
H (0.220, -2.607, 2.680)
H (-0.617, 4.051, 4.215)
N (-2.147, -7.853, -4.272)
C (-1.838, -6.754, -3.565)
C (-2.860, -5.886, -3.113)
C (-2.553, -4.770, -2.389)
C (-1.205, -4.503, -2.090)
C (-0.171, -5.337, -2.547)
C (-0.490, -6.453, -3.269)
S (-0.816, -3.130, -1.224)
O (-0.978, -3.167, 0.242)
O (0.593, -2.678, -1.451)
N (-1.637, -1.779, -1.559)
C (-1.157, -1.112, -2.717)
N (-1.400, -1.551, -3.933)
C (-0.891, -0.817, -4.922)
C (-0.142, 0.339, -4.700)
C (0.110, 0.678, -3.394)
N (-0.392, -0.051, -2.389)
H (-3.100, -8.079, -4.496)
H (-1.433, -8.477, -4.604)
H (-3.892, -6.111, -3.348)
H (-3.336, -4.099, -2.061)
H (0.862, -5.109, -2.323)
H (0.294, -7.114, -3.616)
H (-1.079, -1.169, -5.929)
H (0.247, 0.930, -5.516)
H (0.722, 1.532, -3.128)
C (-5.895, 3.698, -0.009)
C (-4.556, 4.425, -0.041)
C (-3.835, 4.343, 1.303)
C (-3.649, 3.964, -1.178)
N (-3.091, 2.612, -0.954)
C (-1.919, 2.277, -0.451)
N (-1.888, 0.965, -0.304)
N (-3.091, 0.512, -0.760)
N (-3.804, 1.486, -1.161)
H (-6.524, 4.115, 0.777)
H (-5.773, 2.632, 0.195)
H (-6.431, 3.798, -0.954)
H (-4.744, 5.478, -0.270)
H (-3.707, 3.303, 1.620)
H (-4.414, 4.843, 2.078)
H (-2.851, 4.821, 1.272)
H (-2.784, 4.621, -1.261)
H (-4.160, 3.934, -2.139)
H (-1.148, 2.984, -0.199)
Cl (-2.799, -1.240, 1.776)
C (-4.431, -1.902, 1.479)
Cl (-4.423, -3.383, 0.535)
H (-5.003, -1.148, 0.953)
H (-4.843, -2.121, 2.457)

The calculation puts the energy above the lowest of the compared OMol25 structures with the same formula, charge and spin at 30.8 kcal per mole. Its charge is +2. The multiplicity is 1. The calculation puts the frontier orbital gap at 7.56 eV.

# 2
Below is a 12-piece molecular cluster, C18H60O12 overall at a distorted geometry, with properties calculated with ωB97M-V/def2-TZVPD.

Atoms and positions in Å:
C (19.868, -8.625, -25.834)
C (18.507, -9.241, -25.693)
O (17.474, -8.293, -25.705)
H (20.019, -7.822, -26.555)
H (20.563, -9.413, -26.124)
H (20.299, -8.293, -24.890)
H (18.401, -9.729, -24.724)
H (18.404, -9.900, -26.555)
H (16.777, -8.564, -25.103)
C (11.875, -2.381, -20.393)
C (11.982, -2.057, -18.937)
O (13.307, -1.798, -18.716)
H (12.150, -1.551, -21.044)
H (10.889, -2.761, -20.663)
H (12.389, -3.301, -20.672)
H (11.624, -2.870, -18.306)
H (11.244, -1.263, -18.824)
H (13.348, -1.766, -17.757)
C (8.662, -10.180, -28.189)
C (7.861, -10.436, -26.886)
O (6.504, -10.349, -27.220)
H (8.321, -10.858, -28.971)
H (9.721, -10.422, -28.099)
H (8.660, -9.127, -28.473)
H (8.004, -9.603, -26.197)
H (8.122, -11.384, -26.416)
H (6.185, -9.488, -27.498)
C (11.967, -13.649, -22.355)
C (12.717, -13.587, -23.653)
O (12.098, -12.690, -24.575)
H (11.928, -12.697, -21.825)
H (12.466, -14.397, -21.739)
H (10.935, -13.961, -22.511)
H (12.571, -14.630, -23.936)
H (13.784, -13.452, -23.475)
H (11.318, -13.210, -24.782)
C (12.971, -6.885, -23.829)
C (12.859, -8.170, -24.641)
O (13.766, -9.102, -24.020)
H (12.239, -6.189, -24.237)
H (13.979, -6.491, -23.959)
H (12.689, -7.003, -22.783)
H (13.287, -8.058, -25.637)
H (11.875, -8.638, -24.681)
H (13.641, -9.976, -24.397)
C (15.250, -2.096, -26.144)
C (14.863, -0.860, -26.971)
O (15.848, -0.645, -27.930)
H (14.586, -2.209, -25.287)
H (16.267, -1.981, -25.769)
H (15.014, -2.936, -26.797)
H (14.879, 0.085, -26.429)
H (13.869, -0.821, -27.417)
H (16.547, -1.292, -27.809)
C (17.699, -5.469, -28.769)
O (16.561, -6.278, -28.729)
H (17.723, -4.935, -27.819)
H (18.584, -6.104, -28.795)
H (17.705, -4.815, -29.641)
H (16.720, -6.738, -27.901)
C (14.832, -7.220, -18.872)
O (14.905, -6.258, -17.855)
H (14.468, -6.886, -19.844)
H (15.847, -7.614, -18.927)
H (14.211, -8.089, -18.652)
H (15.309, -5.510, -18.301)
C (17.295, -3.666, -20.989)
O (16.847, -3.344, -19.657)
H (17.073, -4.699, -21.257)
H (16.856, -2.967, -21.701)
H (18.373, -3.505, -20.990)
H (16.065, -2.789, -19.701)
C (8.807, -4.014, -26.447)
O (9.593, -2.863, -26.675)
H (8.690, -4.331, -25.411)
H (7.803, -3.657, -26.675)
H (9.085, -4.862, -27.073)
H (10.242, -3.167, -27.314)
C (12.678, -3.854, -30.259)
O (12.118, -4.682, -29.226)
H (13.740, -4.068, -30.375)
H (12.178, -4.070, -31.203)
H (12.558, -2.789, -30.059)
H (12.444, -5.580, -29.327)
C (12.165, -8.222, -31.308)
O (12.301, -8.404, -29.922)
H (11.451, -8.958, -31.677)
H (11.835, -7.212, -31.551)
H (13.161, -8.249, -31.750)
H (12.872, -9.176, -29.890)

The calculation puts the energy above the lowest of the compared OMol25 structures with the same formula, charge and spin at 169.4 kcal per mole. As for the structure (SMILES): CCO.CCO.CCO.CCO.CCO.CCO.CO.CO.CO.CO.CO.CO. The multiplicity is 1. The calculation puts the frontier orbital gap at 10.12 eV.

# 3
Below is C36H107FeN19O15 as an isolated structure at a distorted geometry, with properties calculated with ωB97M-V/def2-TZVPD.

Atoms and positions in Å:
Fe (-1.644, -2.479, 2.048)
C (0.228, -0.235, 1.821)
O (-0.838, -0.911, 1.309)
H (1.084, -0.876, 2.104)
H (0.642, 0.413, 1.110)
H (-0.071, 0.458, 2.651)
C (-0.592, -4.006, -0.109)
O (-1.705, -3.648, 0.667)
H (-0.288, -5.016, 0.254)
H (-0.926, -4.228, -1.155)
H (0.256, -3.330, -0.057)
C (1.640, -3.383, 4.897)
C (0.235, -2.957, 4.350)
C (0.064, -1.521, 4.598)
O (-1.212, -1.096, 4.045)
C (-1.708, 0.148, 4.654)
N (0.186, -3.183, 2.939)
H (1.745, -4.412, 4.695)
H (1.745, -3.223, 5.967)
H (2.384, -2.842, 4.309)
H (-0.436, -3.687, 4.754)
H (0.808, -1.027, 4.002)
H (0.160, -1.300, 5.643)
H (-2.253, 0.709, 3.907)
H (-0.862, 0.793, 4.947)
H (-2.314, -0.065, 5.522)
H (1.036, -2.779, 2.476)
H (0.250, -4.188, 2.751)
C (-5.218, -0.644, 3.060)
C (-4.919, -1.714, 2.037)
C (-6.010, -2.018, 0.986)
O (-5.622, -3.100, 0.165)
C (-6.508, -3.304, -0.865)
N (-3.539, -1.544, 1.474)
H (-6.102, -0.940, 3.622)
H (-5.531, 0.266, 2.535)
H (-4.386, -0.516, 3.719)
H (-4.878, -2.624, 2.616)
H (-6.256, -1.143, 0.309)
H (-6.903, -2.346, 1.549)
H (-7.434, -3.862, -0.554)
H (-6.025, -3.856, -1.659)
H (-6.789, -2.384, -1.307)
H (-3.327, -0.547, 1.380)
H (-3.622, -2.045, 0.583)
C (2.284, 3.805, -4.202)
C (1.156, 3.129, -3.383)
C (-0.088, 3.903, -3.665)
O (-0.251, 3.928, -5.106)
C (-1.214, 4.802, -5.653)
N (1.045, 1.686, -3.677)
H (2.061, 3.573, -5.254)
H (3.313, 3.591, -3.876)
H (2.068, 4.858, -4.056)
H (1.373, 3.282, -2.302)
H (-0.026, 4.934, -3.233)
H (-0.945, 3.464, -3.176)
H (-0.912, 5.163, -6.663)
H (-1.311, 5.810, -5.087)
H (-2.196, 4.290, -5.594)
H (0.947, 1.560, -4.671)
H (0.227, 1.361, -3.239)
C (2.583, 3.871, 0.558)
C (3.188, 3.094, 1.792)
C (4.537, 2.558, 1.219)
O (5.277, 1.883, 2.243)
C (6.616, 1.838, 1.871)
N (3.547, 4.028, 2.827)
H (3.360, 4.649, 0.281)
H (1.621, 4.350, 0.793)
H (2.358, 3.176, -0.270)
H (2.585, 2.272, 2.124)
H (5.150, 3.360, 0.882)
H (4.391, 1.839, 0.419)
H (6.712, 1.152, 1.018)
H (7.151, 1.358, 2.766)
H (7.079, 2.846, 1.756)
H (2.754, 4.686, 2.987)
H (4.356, 4.633, 2.644)
C (-0.953, 2.671, 0.119)
C (-2.254, 2.187, 0.758)
C (-2.592, 2.874, 2.047)
O (-3.621, 2.093, 2.651)
C (-4.156, 2.853, 3.709)
N (-3.344, 2.168, -0.292)
H (-1.056, 3.772, -0.022)
H (-0.864, 2.134, -0.824)
H (-0.117, 2.415, 0.797)
H (-2.113, 1.124, 1.029)
H (-2.908, 3.959, 2.007)
H (-1.681, 2.893, 2.573)
H (-4.945, 2.283, 4.205)
H (-4.622, 3.783, 3.314)
H (-3.327, 3.111, 4.413)
H (-4.250, 1.978, 0.128)
H (-3.360, 3.008, -0.843)
C (-2.844, -0.619, -2.963)
C (-1.894, -1.629, -2.338)
C (-1.368, -2.546, -3.470)
O (-2.441, -3.373, -3.840)
C (-2.159, -4.039, -5.055)
N (-0.810, -0.906, -1.650)
H (-3.471, -0.255, -2.095)
H (-3.459, -1.053, -3.781)
H (-2.340, 0.276, -3.304)
H (-2.472, -2.308, -1.718)
H (-0.594, -3.108, -2.966)
H (-1.003, -1.914, -4.281)
H (-1.247, -4.613, -4.959)
H (-2.066, -3.385, -5.911)
H (-3.054, -4.550, -5.268)
H (-0.877, -1.058, -0.638)
H (-1.017, 0.083, -1.682)
C (1.651, 1.665, -9.659)
C (0.607, 2.324, -8.766)
C (0.186, 1.334, -7.709)
O (-0.407, 0.173, -8.299)
C (-1.086, -0.618, -7.316)
N (1.020, 3.501, -8.094)
H (1.197, 0.837, -10.202)
H (2.537, 1.350, -9.089)
H (2.006, 2.411, -10.413)
H (-0.325, 2.540, -9.325)
H (-0.577, 1.809, -7.062)
H (1.007, 1.014, -7.061)
H (-2.103, -0.301, -7.156)
H (-0.673, -0.486, -6.331)
H (-1.123, -1.680, -7.557)
H (1.208, 4.286, -8.696)
H (1.825, 3.465, -7.525)
C (3.244, -0.344, -1.221)
O (4.239, -0.522, -0.553)
N (2.066, -0.700, -0.662)
N (3.337, 0.076, -2.498)
H (2.155, -1.286, 0.202)
H (1.170, -0.643, -1.137)
H (4.276, 0.237, -2.795)
H (2.491, 0.554, -2.900)
C (4.833, -1.414, 2.580)
O (5.174, -1.565, 3.788)
N (3.567, -0.976, 2.337)
N (5.553, -1.750, 1.533)
H (3.183, -0.334, 3.032)
H (3.560, -0.400, 1.483)
H (5.238, -1.518, 0.660)
H (6.477, -2.034, 1.757)
C (2.999, 0.637, 5.616)
O (2.107, 1.134, 6.192)
N (3.241, -0.691, 5.820)
N (3.684, 1.212, 4.551)
H (4.068, -1.022, 5.292)
H (2.961, -1.175, 6.593)
H (4.543, 0.921, 4.184)
H (3.576, 2.245, 4.421)
C (-3.612, -4.764, 3.070)
O (-2.686, -3.977, 3.379)
N (-3.817, -5.252, 1.809)
N (-4.480, -5.145, 4.052)
H (-3.155, -5.128, 1.084)
H (-4.569, -5.894, 1.713)
H (-4.392, -4.804, 4.986)
H (-5.011, -5.994, 3.841)
C (3.176, -4.457, 0.640)
O (2.508, -3.550, 1.105)
N (3.789, -5.296, 1.457)
N (3.315, -4.786, -0.698)
H (3.814, -5.198, 2.482)
H (3.948, -6.189, 1.078)
H (4.206, -5.112, -0.994)
H (2.994, -4.095, -1.374)
C (0.394, 3.466, 4.163)
O (0.216, 2.578, 3.266)
N (0.252, 4.877, 3.951)
N (0.636, 3.114, 5.456)
H (-0.412, 4.965, 3.234)
H (0.355, 5.510, 4.701)
H (0.643, 3.774, 6.186)
H (1.138, 2.235, 5.719)

Its charge is +1. The multiplicity is 6. The calculation puts the frontier orbital gap (spin up / spin down) at 8.86 / 8.11 eV.